Entry 1:
{
  "formula": "C3H3N3O2",
  "method": "ωB97M-V/def2-TZVPD",
  "homo_energy_ev": -10.2,
  "smiles": "N#CC1=NOCON1",
  "lumo_energy_ev": -0.03,
  "elements": ["N", "C", "C", "N", "O", "C", "O", "N", "H", "H", "H"],
  "xyz": [[-3.145, -0.131, 0.365], [-2.000, 0.175, 0.036], [-0.602, 0.194, -0.308], [0.059, 1.224, -0.284], [1.419, 1.104, -0.046], [1.832, -0.064, 0.565], [1.353, -1.119, -0.199], [0.004, -1.051, -0.414], [2.884, -0.145, 0.525], [1.524, -0.306, 1.679], [-0.389, -1.562, 0.333]],
  "forces_ev_per_a": [[7.4, 2.2, -2.0], [-7.6, -2.3, 1.2], [0.0, -2.5, 0.4], [1.2, 4.5, 0.9], [0.5, 0.9, -0.1], [-1.6, -1.1, 1.8], [1.3, -0.9, -1.3], [-1.3, -0.8, 0.4], [1.1, 0.3, -0.2], [0.0, 1.3, -1.8], [-0.9, -1.6, 0.7]]
}


Entry 2:
{
  "formula": "C3H3N3O2",
  "method": "ωB97M-V/def2-TZVPD",
  "homo_energy_ev": -9.8,
  "smiles": "O=COc1cnn[nH]1",
  "lumo_energy_ev": 0.57,
  "elements": ["O", "C", "O", "C", "C", "N", "N", "N", "H", "H", "H"],
  "xyz": [[0.004, -1.452, -1.952], [0.769, -0.528, -1.889], [0.976, 0.237, -0.818], [0.117, 0.163, 0.239], [-0.876, -0.673, 0.691], [-1.308, -0.137, 1.854], [-0.699, 0.994, 2.098], [0.155, 1.188, 1.096], [1.449, -0.280, -2.689], [-1.297, -1.571, 0.233], [0.709, 2.059, 1.137]],
  "forces_ev_per_a": [[0.2, 0.7, 0.1], [-0.6, -1.8, -0.3], [0.0, 0.7, 0.2], [-0.1, 0.0, -0.6], [0.4, -0.2, -0.4], [-0.3, 0.7, 0.5], [-0.6, -1.0, -0.1], [0.6, 1.2, 0.8], [0.4, 0.4, -0.2], [0.4, 0.5, 0.4], [-0.3, -1.1, -0.4]]
}


Entry 3:
{
  "formula": "C3H3N3O2",
  "method": "ωB97M-V/def2-TZVPD",
  "homo_energy_ev": -8.5,
  "lumo_energy_ev": -2.44,
  "elements": ["C", "C", "C", "H", "H", "H", "N", "N", "N", "O", "O"],
  "xyz": [[-1.692, -0.556, -0.212], [-0.389, 0.087, -0.466], [1.672, -0.023, -0.158], [-3.693, -0.045, 1.216], [-1.648, -1.621, -0.023], [3.537, 0.305, 0.168], [2.797, -0.533, 0.316], [1.425, 1.417, -0.219], [0.090, 1.400, -0.163], [-2.687, 0.396, 0.029], [0.589, -0.827, -0.488]],
  "forces_ev_per_a": [[3.0, 6.0, 0.6], [-4.9, -1.5, 2.7], [5.1, -1.5, 0.7], [3.3, 1.1, -3.7], [-0.8, 0.0, -0.3], [-2.1, -2.3, 1.0], [-0.9, 3.3, -2.5], [-5.0, -3.2, 0.6], [1.6, 0.0, -1.8], [-2.1, -3.6, 2.6], [2.8, 1.6, 0.1]]
}


Entry 4:
{
  "formula": "C3H3N3O2",
  "method": "ωB97M-V/def2-TZVPD",
  "homo_energy_ev": -9.9,
  "smiles": "[H]/N=C(\\C#N)C(=O)ON",
  "lumo_energy_ev": -1.30,
  "elements": ["H", "N", "C", "C", "N", "C", "O", "O", "N", "H", "H"],
  "xyz": [[-0.123, 0.273, -2.875], [0.583, -0.209, -2.301], [0.355, 0.009, -1.044], [-0.996, 0.434, -0.687], [-1.960, 1.096, -0.764], [1.180, -0.667, 0.031], [2.026, -1.505, -0.149], [0.293, -0.684, 1.219], [-0.412, 0.388, 1.860], [-1.199, -0.083, 2.315], [0.254, 0.948, 2.395]],
  "forces_ev_per_a": [[0.0, -0.6, 0.2], [0.6, 1.3, 1.8], [-0.4, -1.3, -2.2], [-1.5, 3.1, -0.7], [1.6, -1.9, 0.3], [-2.0, -1.6, 0.4], [-1.5, 2.4, 1.2], [2.5, -1.7, 0.1], [0.4, 0.7, -1.7], [0.9, 0.4, 0.2], [-0.5, -0.8, 0.4]]
}


Entry 5:
{
  "formula": "C3H3N3O2",
  "method": "ωB97M-V/def2-TZVPD",
  "homo_energy_ev": -9.9,
  "smiles": "Nc1ncnc(=O)o1",
  "lumo_energy_ev": 0.13,
  "elements": ["N", "C", "N", "C", "N", "C", "O", "O", "H", "H", "H"],
  "xyz": [[1.960, -1.428, 0.264], [0.778, -0.719, 0.198], [-0.251, -1.498, -0.210], [-1.421, -0.803, 0.015], [-1.642, 0.448, -0.096], [-0.481, 1.246, -0.131], [-0.331, 2.401, -0.319], [0.883, 0.579, 0.076], [2.814, -0.987, 1.040], [1.474, -2.502, 0.540], [-2.435, -1.356, 0.161]],
  "forces_ev_per_a": [[0.7, -1.9, 4.8], [1.4, -1.8, -3.5], [-0.7, 1.8, 3.0], [-2.0, -2.6, -1.4], [2.2, 2.7, 1.0], [0.1, 0.4, -0.7], [-0.7, -0.1, 0.1], [-2.2, -0.5, 1.2], [-3.7, -1.9, -3.2], [2.7, 3.8, -0.9], [2.2, 0.3, -0.3]]
}


Entry 6:
{
  "formula": "C3H3N3O2",
  "method": "ωB97M-V/def2-TZVPD",
  "homo_energy_ev": -9.8,
  "smiles": "N#CC(/C=N/O)=N\\O",
  "lumo_energy_ev": -0.95,
  "elements": ["N", "C", "C", "C", "N", "O", "N", "O", "H", "H", "H"],
  "xyz": [[-0.905, 2.384, -0.024], [-0.850, 1.190, -0.027], [-0.662, -0.207, 0.125], [0.839, -0.588, -0.070], [1.782, 0.358, 0.343], [2.993, -0.062, 0.113], [-1.622, -1.079, -0.048], [-2.739, -0.181, 0.318], [1.199, -1.739, -0.361], [3.444, 0.703, -0.192], [-3.480, -0.778, -0.176]],
  "forces_ev_per_a": [[0.2, -5.0, -0.3], [-0.5, 6.1, 1.3], [3.1, -2.8, -2.5], [2.6, 0.6, 2.1], [-6.9, -3.0, -2.1], [1.9, -2.1, -0.2], [0.7, 3.9, 2.3], [-2.9, -4.7, -3.1], [-1.1, 3.3, 0.6], [1.0, 1.2, 0.0], [1.9, 2.5, 2.0]]
}


HOMO-LUMO gap values (in eV) by entry order: 10.164; 10.405; 6.053; 8.639; 10.059; 8.891.
Energy values (in Ha) by entry order: -430.67459; -430.82529; -430.59233; -430.71751; -430.80652; -430.64692.